Entry 1:
10
Properties=species:S:1:pos:R:3:forces:R:3 method="wB97M-V/def2-TZVPD" max_force_ev_per_a=7.1 homo_ev=-9.359 e_tot_ev=-9311.6410 gap_ev=9.91
O 0.596870 1.515850 -0.274866 -0.6281 0.3927 0.0340
O 1.790766 0.781428 -0.467830 1.9827 -0.0561 -0.3440
O 1.626222 -1.898260 0.024718 -3.9916 4.6602 -3.6056
C -0.062060 0.289891 -0.011181 -1.5801 -0.5584 -0.1278
C -1.529933 0.298417 0.062775 -0.8571 1.5506 0.9576
C 1.057214 -0.338529 -0.256342 2.3700 -6.1810 1.8340
H -1.577018 1.424956 -0.151102 -1.3264 -1.4696 0.1791
H -2.060571 0.067340 1.034166 1.2180 0.5352 -0.5786
H -2.120535 -0.320856 -0.623420 0.7519 0.4012 -0.4920
H 2.279045 -1.820234 0.663079 2.0608 0.7254 2.1433

Entry 2:
130
Properties=species:S:1:pos:R:3:forces:R:3 method="wB97M-V/def2-TZVPD" max_force_ev_per_a=5.1 homo_ev=-2.018 e_tot_ev=-274707.6957 total_charge=-2 gap_ev=5.76
Cd 0.717945 0.031201 0.219572 -0.1852 0.1041 -0.0258
As 0.376101 -1.882484 2.388873 0.4614 -0.2602 -0.1711
As -0.442422 -2.704753 -0.807029 -0.3000 0.0847 -0.0993
As -0.206851 -6.911246 2.385670 -0.0371 -0.0184 0.0604
S -4.340632 1.145043 3.174213 -0.1781 -0.8085 0.0170
O -1.268841 3.860008 2.723487 0.1799 0.0310 0.1174
O -2.570687 4.076265 0.884235 0.1444 0.0293 -0.1328
O 5.433314 -2.617044 -3.023860 0.8460 -0.4933 -0.5908
O 5.364465 -2.171072 -0.114839 0.7274 -0.1798 0.5873
O -1.717140 0.710006 -0.296819 3.6745 2.2228 -2.7176
O 1.299755 -0.600821 -1.904488 -0.0102 0.0720 -0.1190
O 0.702513 2.143399 0.170927 0.2111 0.1695 0.7667
O 2.854228 -0.686606 0.452368 0.0506 0.0619 0.1071
O 2.659997 -2.229103 -3.982833 -0.2244 -0.1602 -0.7066
N -2.083453 -0.100868 2.994230 -0.5030 0.2561 0.0399
N -2.124421 0.506684 4.241455 -0.0642 -0.2866 -0.5359
N -3.296371 -0.179018 0.953919 -2.6524 -1.8764 3.5134
C 1.997813 1.894790 4.763027 -0.0054 -0.0129 -0.0630
C 3.288308 1.522592 4.412095 0.0202 -0.0015 -0.0346
C -5.280899 0.781104 -2.359924 -0.0244 0.0537 0.0765
C 1.283362 5.340977 1.932521 -0.0347 -0.1123 -0.1477
C -0.932817 -3.345924 2.672982 -0.2891 0.0895 -0.3150
C -3.710193 1.862230 -0.866009 0.0318 0.3773 -0.1254
C -0.665514 2.038221 -2.451000 0.0601 -0.0167 0.1122
C 2.452311 -1.144095 -1.843911 0.0295 -0.0676 0.0424
C -2.320902 4.624915 2.157156 -0.0811 -0.0895 -0.0845
C -1.930038 6.075798 1.975012 0.1015 0.1365 -0.0760
C -1.869476 -3.501329 0.295297 0.1365 0.0666 0.1360
C 0.674671 -1.611338 4.295906 0.0362 0.3325 -0.0088
C -0.896894 2.774467 1.853748 -0.0149 0.0644 -0.4468
C 3.118670 -1.893375 -2.909361 0.1776 0.2088 0.7296
C -2.249112 1.879136 6.726546 0.0195 -0.0352 -0.1150
C 2.813711 2.104760 2.124236 0.0062 -0.0689 0.0666
C -2.756827 -4.918879 2.100203 -0.0144 0.0320 -0.0179
C -3.438278 1.938772 5.766680 0.2209 -0.0916 -0.1111
C 4.500545 -1.879845 -0.909670 -0.7039 0.2025 -0.5095
C 3.237047 -1.178379 -0.653271 0.0099 -0.0759 -0.2253
C 0.566589 2.913551 1.309623 -0.1100 0.1308 -0.0727
C -3.151141 0.148520 2.228352 -0.2759 -0.3131 1.0113
C -1.721475 -1.961286 -2.086381 0.0613 0.2206 0.0271
C -0.131767 2.641007 -3.581456 -0.0098 0.0689 -0.0331
C 1.371653 -6.355717 3.409377 0.0637 0.0198 -0.0101
C 1.505558 2.446036 2.456547 -0.0853 0.0851 -0.1291
C 0.109561 -4.161024 -1.990307 0.2078 -0.0313 0.0106
C -3.985012 0.978629 -1.913030 0.0239 0.1234 -0.1339
C 0.966841 4.375474 0.970181 -0.0536 -0.1039 0.1000
C 1.445306 6.008682 -0.751598 -0.0264 -0.0152 0.1245
C -0.437631 -5.366473 1.181656 -0.2136 0.2094 0.0594
C -1.879968 4.042849 -1.954174 0.0664 -0.0169 -0.0650
C -3.542877 4.477197 3.050070 -0.0886 -0.0087 0.1822
C 1.075322 4.720740 -0.370568 -0.0165 0.1127 -0.2124
C -2.148780 2.712051 0.942544 0.1827 0.2164 -0.0751
C 1.993474 -2.979750 2.149815 0.0099 0.0484 -0.0559
C -1.532142 2.735678 -1.613417 -0.2646 -0.0439 0.0275
C -0.469739 3.950324 -3.908640 -0.0240 -0.0745 0.0841
C -6.339856 1.468741 -1.768183 0.0885 -0.0430 0.0323
C 4.504495 -2.199690 -2.388871 -0.8384 0.4396 0.5524
C 1.665040 6.623191 1.557795 -0.0228 -0.0173 -0.0155
C -6.077814 2.346461 -0.727938 0.0383 -0.0706 -0.0105
C -1.347140 4.646940 -3.088232 0.0053 -0.0606 0.0452
C -2.224966 2.020300 -0.437494 0.3815 -0.2362 -0.2543
C 3.695626 1.633709 3.085409 -0.0244 -0.0406 0.0558
C -1.469044 -4.274614 1.556323 0.1340 -0.0650 0.0941
C -4.772043 2.543667 -0.278666 -0.0674 0.0159 -0.0289
C -3.192185 1.171511 4.494261 -0.0301 -0.0437 -0.1894
C 1.736310 6.968596 0.210648 -0.0298 -0.1154 0.0268
C 0.810122 -7.963867 1.077062 0.0944 0.0116 -0.0695
C 1.110402 2.348567 3.791184 -0.0331 0.0550 0.0693
H -1.190269 6.168807 1.176841 -0.0651 -0.0198 0.1136
H -1.621728 5.669153 -3.326794 0.0065 -0.0242 0.0105
H 0.147032 -8.315994 0.287367 -0.0135 -0.0030 0.0010
H -3.646392 2.979585 5.502493 -0.0313 -0.0143 0.0318
H -1.168540 -1.440019 -2.868726 0.0012 -0.0031 0.0401
H -0.750456 -5.827350 0.241056 -0.0443 -0.0159 -0.0577
H -2.819073 6.657584 1.714367 0.0810 0.0032 0.0145
H 0.875619 3.953288 -1.111556 0.0138 0.1039 0.0909
H -7.355534 1.314069 -2.113266 0.0114 0.0011 0.0006
H 0.557854 2.077397 -4.201842 -0.0483 0.0323 0.0534
H -2.372890 -1.256656 -1.570769 0.1057 -0.0921 -0.0107
H 1.978491 -3.822032 2.840557 -0.0241 0.0413 -0.0007
H -4.388271 5.026646 2.625687 0.0364 -0.0137 0.0544
H 0.541845 -4.920219 1.003775 0.0385 0.0043 -0.0269
H -3.540408 -4.156883 2.191705 0.1184 -0.1109 -0.0290
H -0.372202 1.025325 -2.212281 -0.0429 0.0360 -0.0116
H 2.141092 -5.953987 2.747661 -0.0423 -0.0376 0.0484
H 1.601241 -7.355201 0.631127 -0.0511 -0.0441 0.0244
H 0.102499 2.628963 4.086200 0.1791 -0.0775 -0.0054
H -2.482232 2.392841 7.664169 -0.0051 -0.0294 -0.0965
H -1.776297 -2.816758 3.123692 -0.0425 -0.0009 0.0089
H -6.893310 2.879875 -0.250374 0.0416 -0.0056 -0.0177
H -0.898616 1.863669 2.450306 -0.0277 -0.0279 -0.0622
H -3.112098 -5.707049 1.426168 0.0040 0.0605 0.0365
H -4.193007 0.095928 0.578554 0.0101 -0.0924 0.0480
H 3.122038 2.186043 1.091959 0.0047 -0.0687 -0.1023
H -2.290434 0.201355 0.350793 -0.6099 -0.5570 0.0099
H 1.106071 -5.601156 4.148818 0.0061 -0.0080 0.0009
H -0.134860 -1.028306 4.727211 -0.0689 0.0395 0.0114
H -3.810981 3.420232 3.154919 0.1100 0.5275 -0.1037
H 2.031026 7.970410 -0.083342 -0.0056 -0.0213 0.0086
H 1.665493 1.812079 5.793793 0.0164 -0.0101 -0.0620
H -3.161172 0.446970 -2.377678 -0.0915 0.1036 0.0443
H -1.980683 0.843115 6.946437 -0.0218 0.1020 -0.0116
H 3.968491 1.130452 5.162666 -0.0319 0.0563 -0.0516
H 2.088017 -3.339398 1.123746 -0.0176 0.0401 0.0241
H 0.831191 -4.822496 -1.513111 -0.0096 -0.0107 0.0090
H 0.596398 -3.683924 -2.844998 -0.0255 -0.0406 0.0151
H 1.233318 5.086262 2.983297 -0.0187 -0.0439 0.0258
H -1.502725 6.462501 2.903674 -0.0623 -0.0055 -0.0714
H 1.766717 -7.227623 3.931439 -0.0003 -0.0169 0.0204
H 0.757160 -2.580090 4.784129 0.0085 -0.1051 0.0720
H -2.316678 -2.763661 -2.519525 -0.0387 -0.1123 -0.0459
H 1.509659 6.256828 -1.806237 -0.0092 -0.0283 0.0428
H -5.468279 0.086172 -3.171467 0.0097 0.0309 0.0276
H -2.500209 -4.121019 -0.348478 -0.0430 -0.0934 -0.0128
H -0.757962 -4.730701 -2.324381 -0.0381 -0.0413 -0.0253
H -3.310454 4.877652 4.040987 -0.0525 0.0342 -0.0417
H -2.457532 -2.629758 0.602643 -0.0854 0.0101 -0.0646
H 1.258598 -8.828698 1.566788 -0.0045 0.0011 0.0021
H 4.694237 1.327465 2.793266 -0.0593 0.0179 0.0057
H 1.905816 7.359164 2.321157 -0.0196 -0.0754 -0.0627
H -0.479884 -3.960078 3.452351 0.0247 -0.0741 0.1300
H -0.057900 4.418145 -4.795678 0.0151 0.0037 0.0175
H 2.861720 -2.352458 2.345723 -0.0290 0.0353 -0.0315
H -1.372614 2.353397 6.275309 -0.0956 -0.0764 0.0538
H -2.596289 -5.365184 3.083247 -0.0172 -0.0281 0.0291
H -2.876104 2.154337 1.544896 0.2059 0.4612 -0.1934
H -4.589207 3.240039 0.530817 -0.0238 -0.0690 -0.0948
H -4.340300 1.554930 6.249003 -0.0522 -0.0401 0.0265
H 1.610955 -1.064336 4.413522 -0.0247 0.0204 0.0112
H -2.561251 4.599061 -1.326468 -0.0201 -0.0255 -0.0116

Entry 3:
19
Properties=species:S:1:pos:R:3:forces:R:3 method="wB97M-V/def2-TZVPD" max_force_ev_per_a=2.7 homo_ev=-13.923 e_tot_ev=-8342.6025 total_charge=+1 gap_ev=10.77
O -1.457599 0.317093 -0.555953 0.2592 -0.9514 -0.4543
N -0.475970 -1.354012 -2.140510 -1.6798 -0.1677 0.1694
N 0.732068 0.000044 1.000300 0.8015 1.5006 0.8309
C 0.282137 0.013377 2.396142 -1.4774 -1.3255 1.8745
C -0.816314 0.024755 -1.848926 0.4340 -0.2423 -0.2422
C 1.767438 1.083637 0.938845 -0.1752 0.0968 -0.4943
H -2.204545 -0.307475 -0.514327 0.1559 0.4375 0.2929
H 1.081765 -0.190885 3.154787 -0.2975 0.3220 -1.1415
H -1.539987 0.386499 -2.586617 0.7409 0.0932 -0.2077
H 2.109072 1.092843 -0.107463 0.2979 0.4768 0.6307
H 0.157427 0.567428 -1.822039 -0.9899 0.1493 -0.1407
H 1.172972 -0.870582 0.764790 0.0558 -0.6343 -0.1969
H -0.463533 -0.802048 2.569954 0.3881 0.8174 -0.2795
H -0.115611 -1.843171 -1.322061 -0.0044 0.0064 -0.3791
H -0.173090 0.992174 2.624094 0.1650 -0.5403 -0.2113
H -1.284554 -1.897080 -2.528977 1.1085 0.6845 0.5969
H 1.248451 2.006831 1.257135 0.4695 -0.3375 -0.5369
H -0.059598 0.222208 0.334085 -0.1501 -0.4724 0.5480
H 2.539775 0.853685 1.689370 -0.1021 0.0868 -0.6590